Entry 1:
# C3H10NO2

A 2-piece molecular cluster, C3H10NO2 overall (ωB97M-V with the def2-TZVPD basis set, the OMol25 dataset).

Calculated values
- HOMO-LUMO gap (eV) = 12.33
- LUMO energy (eV) = -3.304
- energy relative to the best compared isomer or geometry (same formula, charge and spin) (kJ/mol) = 33.83
- charge = +1
- 2S+1 = 1

XYZ file:
```
16
Properties=species:S:1:pos:R:3:forces:R:3
C -1.81005 -1.43309 0.48125 -0.30 -0.14 0.09
C -0.49248 1.99710 0.01871 0.24 0.62 -0.18
C -0.92461 -0.34497 -0.00238 0.32 -0.74 0.04
N 0.16503 -0.63461 -0.66563 -0.12 0.45 -0.01
O 2.88354 -0.18706 0.34745 -0.24 0.15 -0.20
O -1.28482 0.84084 0.31684 -0.24 -0.01 0.13
H -2.49123 -1.05238 1.23957 0.09 0.03 -0.05
H -2.40909 -1.84080 -0.33296 0.03 0.06 -0.12
H -1.21958 -2.24736 0.89785 0.04 0.02 0.00
H -0.93089 2.80296 0.60639 0.09 -0.16 -0.10
H -0.56425 2.24346 -1.04278 0.00 -0.13 0.07
H 0.54264 1.84202 0.32104 0.00 -0.04 0.05
H 0.86876 0.05190 -0.91247 -0.05 -0.10 0.10
H 3.54389 0.47562 0.12430 0.13 0.01 0.03
H 0.41188 -1.59827 -0.84156 -0.09 0.06 0.08
H 3.38367 -0.92286 0.70979 0.08 -0.08 0.08
```
Forces are in eV/Å.

***

Entry 2:
# C3H10NO2

A 3-piece molecular cluster, C3H10NO2 overall (ωB97M-V with the def2-TZVPD basis set, the OMol25 dataset).

Calculated values
- HOMO-LUMO gap (eV) = 10.01
- LUMO energy (eV) = -4.856
- energy relative to the best compared isomer or geometry (same formula, charge and spin) (kJ/mol) = 186.63
- charge = +1
- 2S+1 = 1

XYZ file:
```
16
Properties=species:S:1:pos:R:3:forces:R:3
C 2.03708 0.14905 0.85766 -0.43 0.95 -0.39
C 1.83360 -1.01724 0.29347 0.37 -0.61 0.37
C -0.23420 0.62686 1.59749 -1.47 0.36 -0.71
N 0.94532 0.98946 1.30220 0.46 -0.44 0.25
H 2.98018 0.68013 0.85275 -0.01 -0.23 0.27
H 0.88889 -1.52477 0.20776 -0.29 0.11 -0.08
H 2.70064 -1.57774 -0.00490 0.16 -0.10 -0.25
H -1.01548 1.35514 1.77904 0.43 0.29 0.35
H -0.63851 -0.37633 1.52552 0.77 -0.27 0.12
H 1.15187 1.98144 1.34403 -0.01 0.04 0.06
H -2.31915 -2.19952 -1.81203 0.02 0.07 0.07
H -2.17324 -1.14302 -2.89917 0.01 -0.02 0.01
O -1.92888 -1.33588 -1.98686 0.08 -0.04 -0.13
H -1.30886 0.35788 -1.17775 -0.40 -0.04 0.03
H -1.46087 1.88751 -1.24761 -0.06 0.02 0.05
O -1.45839 1.14701 -0.63157 0.36 -0.08 -0.01
```
Forces are in eV/Å.

***

Entry 3:
# C3H10NO2

A 2-piece molecular cluster, C3H10NO2 overall (ωB97M-V with the def2-TZVPD basis set, the OMol25 dataset).

Calculated values
- HOMO-LUMO gap (eV) = 12.50
- LUMO energy (eV) = -3.015
- energy relative to the best compared isomer or geometry (same formula, charge and spin) (kJ/mol) = 83.78
- charge = +1
- 2S+1 = 1

XYZ file:
```
16
Properties=species:S:1:pos:R:3:forces:R:3
O 0.63963 -0.24598 1.60727 -1.91 -3.38 3.13
C 0.24970 -1.20829 2.34186 2.63 1.18 -1.78
O -0.84257 -1.92362 2.16860 -0.16 0.36 -0.47
H 0.96589 -1.61314 3.09042 -0.53 0.46 -0.08
H -0.87704 -2.79059 2.63785 0.32 1.00 -0.04
C 1.01088 1.42137 -1.50162 0.99 -0.11 1.04
N -0.01915 0.89076 -0.56577 -2.72 1.10 -0.32
C -1.04657 -0.16690 -1.08547 2.11 0.72 -1.30
H 1.35760 2.37026 -1.02638 0.11 -0.86 -0.55
H 0.57293 1.64972 -2.44732 -0.34 0.07 -0.63
H 1.84271 0.68596 -1.62372 -0.72 0.67 0.17
H 0.37025 0.50232 0.34046 -0.29 0.15 -0.60
H -0.61224 1.72665 -0.30207 0.87 -1.17 -0.09
H -0.38106 -0.94388 -1.47659 -0.41 -0.04 -0.17
H -1.53844 -0.58224 -0.23311 -0.65 0.11 0.41
H -1.69252 0.22760 -1.92440 0.71 -0.25 1.29
```
Forces are in eV/Å.

***

Entry 4:
# C3H10NO2

A 2-piece molecular cluster, C3H10NO2 overall (ωB97M-V with the def2-TZVPD basis set, the OMol25 dataset).

Calculated values
- HOMO-LUMO gap (eV) = 10.61
- LUMO energy (eV) = -3.692
- energy relative to the best compared isomer or geometry (same formula, charge and spin) (kJ/mol) = 122.40
- charge = +1
- 2S+1 = 1

XYZ file:
```
16
Properties=species:S:1:pos:R:3:forces:R:3
O -2.52882 0.21631 1.20632 0.41 0.13 -0.02
C -2.94004 -0.40730 0.27679 -0.70 0.06 -0.33
O -4.19405 -0.89786 0.17477 0.90 -0.06 -0.79
H -2.39828 -0.57827 -0.66627 0.22 -0.40 0.21
H -4.75882 -0.19376 0.47478 -0.94 0.26 0.85
C 2.59417 0.92346 -0.02569 -0.44 -0.37 0.35
N 1.80419 -0.34225 -0.16938 -1.07 -0.86 -0.29
C 0.29590 -0.17666 -0.16657 0.38 1.19 -0.93
H 3.58072 0.78548 -0.45079 0.08 0.00 0.06
H 2.62732 1.09128 1.04736 0.23 0.37 -0.08
H 2.05202 1.71993 -0.52531 0.06 0.02 -0.05
H 1.98610 -0.83665 -1.04111 0.49 0.13 -0.08
H 2.01769 -1.01450 0.56725 0.35 0.16 0.09
H 0.05374 0.30067 -1.11865 0.05 -0.01 -0.01
H -0.20418 -1.13755 -0.17375 0.15 -0.08 0.58
H 0.01233 0.54766 0.59024 -0.17 -0.53 0.44
```
Forces are in eV/Å.

***

Entry 5:
# C3H10NO2

A 2-piece molecular cluster, C3H10NO2 overall (ωB97M-V with the def2-TZVPD basis set, the OMol25 dataset).

Calculated values
- HOMO-LUMO gap (spin up / spin down) (eV) = 9.09 / 5.19
- LUMO energy (spin up / spin down) (eV) = -10.944 / -14.700
- energy relative to the best compared isomer or geometry (same formula, charge and spin) (kJ/mol) = 112.41
- charge = +2
- 2S+1 = 2

XYZ file:
```
16
Properties=species:S:1:pos:R:3:forces:R:3
O -1.60158 1.27018 -1.40730 0.27 0.08 0.04
C -0.63871 0.82121 -1.94685 -0.33 -0.27 -0.36
C 0.31010 -0.22410 -1.33765 -0.24 0.15 0.92
N 0.25108 -0.25396 0.14321 0.80 -0.42 0.03
C 1.05265 -1.40021 0.75790 0.64 0.02 0.01
H -0.44233 1.11212 -3.01313 -0.08 0.09 0.01
H -0.01314 -1.19115 -1.70709 -0.05 -0.26 -0.57
H 1.31542 0.03309 -1.67019 0.09 -0.15 -0.08
H 0.63615 0.62740 0.48853 -0.30 0.04 0.51
H -0.67805 -0.37477 0.55169 -0.29 0.65 -0.18
H 1.24514 -1.14533 1.80087 -0.34 0.00 -0.03
H 2.02900 -1.45933 0.27766 -0.14 -0.10 -0.19
H 0.48170 -2.32507 0.66753 0.10 0.15 -0.07
H -1.75122 0.97627 2.50237 0.14 -0.12 0.14
H -1.18167 2.24353 1.93545 0.21 0.05 0.06
O -1.01455 1.29012 1.95699 -0.48 0.11 -0.24
```
Forces are in eV/Å.

***

Entry 6:
# C3H10NO2P

A 2-piece molecular cluster, C3H10NO2P overall (ωB97M-V with the def2-TZVPD basis set, the OMol25 dataset).

Calculated values
- HOMO-LUMO gap (eV) = 9.36
- LUMO energy (eV) = 0.870
- energy relative to the best compared isomer or geometry (same formula, charge and spin) (kJ/mol) = 442.91
- 2S+1 = 1

XYZ file:
```
17
Properties=species:S:1:pos:R:3:forces:R:3
C 2.60310 -0.62987 -0.91256 -0.56 -0.02 0.14
P 0.84811 -0.39463 -0.36357 0.77 0.52 0.11
C 1.20825 0.78299 1.03377 -0.32 -0.32 -0.41
O 0.71313 -1.78466 0.51703 0.10 -0.17 0.13
H 2.63361 -1.41332 -1.66610 0.04 -0.05 -0.06
H 2.96277 0.29617 -1.35704 0.06 0.07 -0.02
H 3.23381 -0.91282 -0.07192 0.08 0.00 0.06
H 1.82934 0.28854 1.77840 0.10 0.00 0.03
H 1.70996 1.66802 0.64837 0.08 0.09 -0.02
H 0.27154 1.09282 1.49713 0.00 0.00 0.04
H -0.16636 -2.15539 0.44395 -0.28 -0.07 -0.08
C -2.56447 0.96891 -0.72529 -0.42 0.72 0.19
N -2.61946 -0.23993 -0.39971 0.60 -0.63 -0.31
O -3.53554 -0.65064 0.50370 -0.71 -0.01 0.62
H -1.81430 1.25222 -1.43778 0.25 0.00 -0.19
H -3.22721 1.74128 -0.32011 -0.03 -0.13 0.03
H -4.08627 0.09030 0.83172 0.27 -0.02 -0.25
```
Forces are in eV/Å.

***

Entry 7:
# C3H10NO2P

A 2-piece molecular cluster, C3H10NO2P overall (ωB97M-V with the def2-TZVPD basis set, the OMol25 dataset).

Calculated values
- HOMO-LUMO gap (eV) = 9.29
- LUMO energy (eV) = 0.611
- energy relative to the best compared isomer or geometry (same formula, charge and spin) (kJ/mol) = 399.63
- 2S+1 = 1

XYZ file:
```
17
Properties=species:S:1:pos:R:3:forces:R:3
C 1.19424 0.01646 1.08395 -2.40 -0.87 -3.89
C -0.47140 1.01211 -1.10630 5.23 1.32 1.10
C -0.55879 -0.08625 -0.08818 4.37 0.76 0.37
N -1.69260 -0.00629 0.63164 -2.63 -0.12 3.77
O -1.68838 -1.78860 -1.84806 -2.60 -0.18 -1.69
O -0.17941 -2.76797 -0.16336 0.03 -1.61 1.36
P -0.49611 -1.55229 -1.10240 2.02 -0.85 1.20
H 1.14827 -0.56509 1.92425 -0.81 -1.99 2.07
H 1.19873 0.99101 1.44450 0.31 2.03 -0.12
H 2.03312 -0.36423 0.50865 0.13 0.66 -0.31
H 0.48687 0.80868 -1.76850 -2.05 0.48 0.97
H -0.21258 1.99235 -0.57800 -0.75 -1.08 -0.82
H -1.33126 1.03253 -1.66527 -2.02 0.34 -1.51
H -1.67779 -0.48842 1.56008 -0.11 0.33 -1.48
H -2.16474 0.89724 0.77899 0.78 -0.51 -0.47
H 0.58683 -2.88303 0.41247 -0.15 0.47 -0.33
H 0.63389 -1.60917 -1.89724 0.64 0.79 -0.23
```
Forces are in eV/Å.

***

Entry 8:
# C3H10NO2P

C3H10NO2P as an isolated structure (ωB97M-V with the def2-TZVPD basis set, the OMol25 dataset).

Calculated values
- HOMO-LUMO gap (spin up / spin down) (eV) = 6.06 / 6.78
- LUMO energy (spin up / spin down) (eV) = 0.987 / -2.284
- energy relative to the best compared isomer or geometry (same formula, charge and spin) (kJ/mol) = 290.36
- 2S+1 = 3

XYZ file:
```
17
Properties=species:S:1:pos:R:3:forces:R:3
C 2.04050 -0.17248 1.06548 0.17 0.35 1.56
C 1.20547 0.31414 -1.14387 1.45 -2.05 -1.79
C -2.83889 0.66479 0.19474 -1.56 0.94 1.65
N 0.87003 0.17322 0.27221 1.87 0.23 -0.70
O -1.29720 -2.10759 -0.04808 -0.48 -1.82 -0.29
O -1.45438 0.67994 0.08032 -0.27 0.26 -0.34
P -0.52290 -0.23905 1.00214 -0.48 0.26 1.40
H 1.84268 -0.80314 1.97772 -0.67 1.07 -0.41
H 2.67578 -0.89760 0.59947 0.73 0.08 -1.11
H 2.57917 0.76316 1.38803 -0.24 -1.08 -0.33
H 0.46313 0.46368 -1.98903 0.17 0.43 1.94
H 2.07016 1.02071 -1.25837 -0.97 -0.35 0.10
H 1.64089 -0.71749 -1.49130 -0.43 1.48 0.57
H -3.24432 0.64965 -0.78783 -0.53 -0.84 -0.83
H -3.19668 1.65584 0.55492 0.46 -0.38 0.16
H -3.29429 -0.07768 0.92865 0.81 0.46 -1.24
H -1.19297 -2.97604 0.43049 -0.03 0.97 -0.33
```
Forces are in eV/Å.

***

Entry 9:
# C3H10NO2S

A 2-piece molecular cluster, C3H10NO2S overall (ωB97M-V with the def2-TZVPD basis set, the OMol25 dataset).

Calculated values
- HOMO-LUMO gap (eV) = 9.11
- LUMO energy (eV) = -4.274
- energy relative to the best compared isomer or geometry (same formula, charge and spin) (kJ/mol) = 273.24
- charge = +1
- 2S+1 = 1

XYZ file:
```
17
Properties=species:S:1:pos:R:3:forces:R:3
C 0.56707 -0.01404 -2.27777 0.28 1.40 0.31
C 1.53424 -0.70674 -1.31461 -2.42 -0.93 2.49
C -2.02335 -0.42365 2.96307 -0.18 0.22 0.32
N -1.31461 0.18518 2.11833 0.54 1.52 -0.72
O -0.68721 0.20243 -1.61859 -0.20 -0.07 -0.88
O 0.74963 0.56552 1.02854 1.52 0.02 -0.38
S 2.03435 0.33529 0.24144 -2.16 0.43 -2.00
H 0.34808 -0.43661 -3.28866 0.83 -0.52 0.91
H 0.86093 1.04602 -2.46901 0.92 -0.79 -0.16
H 2.50035 -0.91973 -1.61180 1.89 -0.54 -1.47
H 1.08952 -1.69664 -0.86485 0.72 1.92 -0.87
H -2.98510 -0.80776 2.69654 -0.59 0.07 -0.25
H -1.73435 -0.52426 4.00128 0.58 -0.33 -0.13
H -1.68146 0.52832 1.19284 0.41 -1.18 0.92
H 2.06220 1.44027 -0.64343 0.34 -0.63 0.91
H -0.27039 0.49353 2.19465 -1.38 -0.51 0.06
H -1.04991 0.73288 -2.34798 -1.10 -0.08 0.93
```
Forces are in eV/Å.

***

Entry 10:
# C3H10NO3

C3H10NO3 as an isolated structure (ωB97M-V with the def2-TZVPD basis set, the OMol25 dataset).

Calculated values
- HOMO-LUMO gap (eV) = 8.77
- LUMO energy (eV) = 4.197
- energy relative to the best compared isomer or geometry (same formula, charge and spin) (kJ/mol) = 374.36
- charge = -1
- 2S+1 = 1

XYZ file:
```
17
Properties=species:S:1:pos:R:3:forces:R:3
C -0.30092 -0.57696 1.40114 -0.29 -0.53 0.00
O -0.90286 -1.72696 0.77780 1.08 1.71 -0.70
C -0.38942 0.74339 0.59616 -0.53 -2.79 -0.90
C 0.29795 0.77180 -0.80951 -1.12 -0.93 0.52
O -0.58159 0.32326 -1.83232 1.30 -0.47 0.48
N 0.52525 1.90362 1.58839 -3.62 -0.80 -1.37
H -0.78896 -0.52236 2.41420 0.73 0.44 -0.94
H 0.78469 -0.66031 1.45922 0.21 -0.57 0.59
H -1.54203 0.78355 0.36476 1.62 1.02 0.60
H 1.18058 0.10015 -0.71072 -0.19 0.66 -0.42
H 0.51275 1.82324 -0.99073 0.55 0.08 -0.18
H -0.21676 -0.65207 -1.94039 -0.57 0.00 0.07
H -0.42873 1.94842 0.76029 1.69 2.95 2.41
H 1.33442 2.11857 1.00690 -0.26 -0.32 -0.74
H 0.61166 -2.56401 -2.41290 -0.99 1.69 3.13
H -0.45046 -1.77049 -0.13785 -0.61 -0.91 0.71
O 0.35444 -2.04285 -1.53444 0.98 -1.23 -3.26
```
Forces are in eV/Å.

***

- Look up the energy relative to the best compared isomer or geometry (same formula, charge and spin) of the ninth one.
  273.24 kJ/mol

***

What did the ninth record say?
# C3H10NO2S

A 2-piece molecular cluster, C3H10NO2S overall (ωB97M-V with the def2-TZVPD basis set, the OMol25 dataset).

Calculated values
- HOMO-LUMO gap (eV) = 9.11
- LUMO energy (eV) = -4.274
- energy relative to the best compared isomer or geometry (same formula, charge and spin) (kJ/mol) = 273.24
- charge = +1
- 2S+1 = 1

XYZ file:
```
17
Properties=species:S:1:pos:R:3:forces:R:3
C 0.56707 -0.01404 -2.27777 0.28 1.40 0.31
C 1.53424 -0.70674 -1.31461 -2.42 -0.93 2.49
C -2.02335 -0.42365 2.96307 -0.18 0.22 0.32
N -1.31461 0.18518 2.11833 0.54 1.52 -0.72
O -0.68721 0.20243 -1.61859 -0.20 -0.07 -0.88
O 0.74963 0.56552 1.02854 1.52 0.02 -0.38
S 2.03435 0.33529 0.24144 -2.16 0.43 -2.00
H 0.34808 -0.43661 -3.28866 0.83 -0.52 0.91
H 0.86093 1.04602 -2.46901 0.92 -0.79 -0.16
H 2.50035 -0.91973 -1.61180 1.89 -0.54 -1.47
H 1.08952 -1.69664 -0.86485 0.72 1.92 -0.87
H -2.98510 -0.80776 2.69654 -0.59 0.07 -0.25
H -1.73435 -0.52426 4.00128 0.58 -0.33 -0.13
H -1.68146 0.52832 1.19284 0.41 -1.18 0.92
H 2.06220 1.44027 -0.64343 0.34 -0.63 0.91
H -0.27039 0.49353 2.19465 -1.38 -0.51 0.06
H -1.04991 0.73288 -2.34798 -1.10 -0.08 0.93
```
Forces are in eV/Å.

***

Copy entry 3 word for word.
# C3H10NO2

A 2-piece molecular cluster, C3H10NO2 overall (ωB97M-V with the def2-TZVPD basis set, the OMol25 dataset).

Calculated values
- HOMO-LUMO gap (eV) = 12.50
- LUMO energy (eV) = -3.015
- energy relative to the best compared isomer or geometry (same formula, charge and spin) (kJ/mol) = 83.78
- charge = +1
- 2S+1 = 1

XYZ file:
```
16
Properties=species:S:1:pos:R:3:forces:R:3
O 0.63963 -0.24598 1.60727 -1.91 -3.38 3.13
C 0.24970 -1.20829 2.34186 2.63 1.18 -1.78
O -0.84257 -1.92362 2.16860 -0.16 0.36 -0.47
H 0.96589 -1.61314 3.09042 -0.53 0.46 -0.08
H -0.87704 -2.79059 2.63785 0.32 1.00 -0.04
C 1.01088 1.42137 -1.50162 0.99 -0.11 1.04
N -0.01915 0.89076 -0.56577 -2.72 1.10 -0.32
C -1.04657 -0.16690 -1.08547 2.11 0.72 -1.30
H 1.35760 2.37026 -1.02638 0.11 -0.86 -0.55
H 0.57293 1.64972 -2.44732 -0.34 0.07 -0.63
H 1.84271 0.68596 -1.62372 -0.72 0.67 0.17
H 0.37025 0.50232 0.34046 -0.29 0.15 -0.60
H -0.61224 1.72665 -0.30207 0.87 -1.17 -0.09
H -0.38106 -0.94388 -1.47659 -0.41 -0.04 -0.17
H -1.53844 -0.58224 -0.23311 -0.65 0.11 0.41
H -1.69252 0.22760 -1.92440 0.71 -0.25 1.29
```
Forces are in eV/Å.

***

- Which of these has the highest 2S+1?
  number 8